# 1
Molecular formula: C2H3N2O2S
Method: DFT, ωB97M-V/def2-TZVPD

The HOMO-LUMO gap (alpha / beta) is 0.26968 / 0.25953 Eh. As for the charge: -1. Its energy above the lowest of the compared OMol25 structures with the same formula, charge and spin is 3.1266 eV. The value obtained for the largest force on an atom is 4.68 eV/A. The multiplicity is 1.

Cartesian coordinates (Å):
C -0.01 1.64 0.07
C 0.07 0.33 0.56
N -0.15 2.65 -0.52
N -1.99 -0.57 -0.11
O 2.64 -0.35 0.59
O 1.12 -2.08 -0.35
S 1.57 -0.67 -0.35
H 0.17 0.21 1.53
H -1.16 -1.11 -0.42
H -2.25 -0.05 -1.00

---

# 2
Molecular formula: C9H14
Method: DFT, ωB97M-V/def2-TZVPD

The HOMO-LUMO gap is 0.36982 Eh. Its energy above the lowest of the compared OMol25 structures with the same formula, charge and spin is 0.8493 eV. The value obtained for the largest force on an atom is 2.51 eV/A. The multiplicity is 1.

Cartesian coordinates (Å):
C 1.54 -1.61 -0.48
C 1.17 -0.33 0.28
C 0.60 -0.25 1.55
C 0.22 0.97 2.18
C 0.58 2.13 1.52
C 1.22 2.09 0.30
C 1.56 0.88 -0.31
H 1.22 -2.50 0.09
H 2.57 -1.63 -0.75
H 1.15 -1.56 -1.52
H 0.52 -1.20 2.02
H -0.13 0.99 3.20
H 0.30 3.10 1.91
H 1.57 3.06 -0.13
H 2.06 0.89 -1.27
C -2.80 -0.76 -1.43
C -2.80 -1.92 -2.39
H -3.19 0.20 -1.81
H -3.46 -1.09 -0.60
H -1.77 -0.64 -0.92
H -3.11 -2.83 -1.83
H -1.80 -2.21 -2.67
H -3.56 -1.79 -3.19

---

# 3
Molecular formula: C25H54BFNO11Si
Method: DFT, ωB97M-V/def2-TZVPD

The HOMO-LUMO gap is 0.26946 Eh. As for the charge: -1. The value obtained for the largest force on an atom is 1.33 eV/A. The multiplicity is 1.

Cartesian coordinates (Å):
C 0.86 -0.48 -0.94
C 0.80 0.21 -2.30
C -0.35 1.25 -2.47
C -0.94 1.81 -1.17
B -2.28 1.11 -0.59
F -2.03 -0.11 0.13
C -3.44 0.80 -1.70
C -4.74 0.28 -1.09
O -5.87 1.00 -1.69
Si -7.25 0.07 -1.71
C -8.69 1.24 -2.05
C -7.56 -0.80 -0.07
C -7.15 -1.13 -3.17
O -2.86 2.03 0.51
N -3.49 3.11 0.06
O -4.23 3.60 0.87
H 1.76 -1.10 -0.95
H 0.04 -1.18 -0.83
H 0.96 0.19 -0.10
H 1.78 0.62 -2.54
H 0.63 -0.58 -3.04
H -1.10 0.83 -3.14
H 0.09 2.09 -3.01
H -1.21 2.85 -1.37
H -0.19 1.87 -0.39
H -3.66 1.63 -2.37
H -3.07 -0.01 -2.34
H -4.79 0.50 -0.02
H -4.86 -0.79 -1.27
H -8.83 1.91 -1.20
H -9.59 0.65 -2.21
H -8.49 1.80 -2.96
H -7.78 -0.05 0.68
H -6.67 -1.33 0.28
H -8.38 -1.51 -0.12
H -6.48 -0.76 -3.94
H -8.14 -1.22 -3.62
H -6.82 -2.13 -2.89
O 2.48 2.63 -1.00
C 3.60 2.81 -1.39
O 4.17 1.87 -2.17
C 5.45 2.02 -2.79
C 6.57 1.66 -1.84
C 4.40 4.01 -0.95
H 5.56 3.02 -3.21
H 5.44 1.33 -3.63
H 6.60 2.32 -0.97
H 7.54 1.73 -2.35
H 6.44 0.64 -1.48
H 4.79 3.83 0.05
H 3.74 4.87 -0.92
H 5.23 4.27 -1.61
O 1.58 3.28 5.76
C 0.70 2.59 5.29
O 0.70 2.34 3.98
C -0.20 1.40 3.36
C -1.56 2.00 3.05
C -0.43 2.08 6.16
H -0.27 0.49 3.96
H 0.28 1.12 2.43
H -2.08 2.32 3.96
H -2.17 1.27 2.54
H -1.45 2.87 2.42
H -1.15 2.87 6.29
H -0.01 1.80 7.12
H -0.93 1.20 5.75
O 4.30 -1.22 -0.53
C 4.42 -1.13 0.66
O 3.40 -1.49 1.46
C 3.49 -1.57 2.88
C 3.28 -0.21 3.53
C 5.67 -0.54 1.28
H 4.42 -2.05 3.19
H 2.68 -2.24 3.18
H 4.06 0.50 3.24
H 3.30 -0.30 4.62
H 2.33 0.21 3.22
H 5.61 0.54 1.21
H 6.53 -0.89 0.70
H 5.84 -0.83 2.31
O 0.81 -7.81 -1.38
C 1.01 -6.62 -1.38
O 2.23 -6.17 -1.02
C 2.61 -4.79 -1.12
C 2.15 -3.97 0.06
C -0.09 -5.63 -1.70
H 2.28 -4.37 -2.07
H 3.70 -4.80 -1.15
H 1.06 -3.95 0.13
H 2.49 -2.94 -0.03
H 2.52 -4.39 0.99
H -0.71 -5.51 -0.82
H -0.69 -6.05 -2.51
H 0.27 -4.66 -2.03

---

# 4
Molecular formula: C10H22ClN4O4PtS
Method: DFT, ωB97M-V/def2-TZVPD

The HOMO-LUMO gap (alpha / beta) is 0.24177 / 0.24179 Eh. As for the charge: +1. The value obtained for the largest force on an atom is 5.46 eV/A. The multiplicity is 1.

Cartesian coordinates (Å):
Pt 0.42 1.01 0.13
C 1.53 -1.82 -0.88
N 0.84 -1.38 0.33
C -0.38 -2.15 0.52
C 1.71 -1.54 1.50
C 2.81 -0.49 1.51
N 2.23 0.86 1.55
C 1.89 1.20 2.94
C 3.15 1.85 1.00
H 1.98 -2.81 -0.75
H 2.31 -1.10 -1.15
H 0.83 -1.86 -1.71
H -0.16 -3.21 0.70
H -1.00 -2.08 -0.37
H -0.94 -1.77 1.37
H 2.16 -2.54 1.51
H 1.10 -1.45 2.40
H 3.42 -0.59 0.61
H 3.46 -0.66 2.38
H 2.78 1.16 3.57
H 1.15 0.51 3.33
H 1.48 2.20 2.98
H 4.10 1.84 1.55
H 2.71 2.84 1.09
H 3.35 1.64 -0.05
O -1.44 4.59 0.79
Cl -0.88 3.35 0.56
O -0.22 3.26 -0.71
O 0.10 2.99 1.55
O -1.88 2.30 0.60
C -2.63 -0.76 -4.01
N -2.90 -0.61 -2.61
C -4.09 -0.92 -1.99
C -3.99 -0.52 -0.69
N -2.74 0.01 -0.53
C -2.08 -0.03 -1.70
S -0.49 0.46 -2.04
H -3.39 -1.39 -4.46
H -1.64 -1.21 -4.16
H -2.64 0.21 -4.50
H -4.89 -1.38 -2.51
H -4.70 -0.59 0.10
H -2.44 0.61 0.24

---

Which formula does entry 3 have? C25H54BFNO11Si